The following is a quantum chemistry calculation of C4H11ClNOPd as an isolated structure, from OMol25.

CARTESIAN COORDINATES (ANGSTROEM)
Pd (-1.55783, -1.17614, 3.04744)
Cl (-1.38861, -3.58894, 2.23161)
C (1.02202, -1.70509, 0.42642)
C (0.45994, -0.31755, 0.62523)
C (0.52500, 0.52052, -0.66083)
O (-0.40296, 1.56406, -0.59416)
C (-0.38250, 2.37817, -1.77403)
N (-0.95751, -0.29771, 1.09983)
H (0.65069, -2.18644, -0.47638)
H (0.86868, -2.33752, 1.30403)
H (2.11237, -1.64764, 0.37530)
H (1.05387, 0.19094, 1.38821)
H (0.28286, -0.14528, -1.50699)
H (1.55596, 0.83991, -0.84780)
H (-0.61452, 1.81920, -2.67765)
H (0.60530, 2.83247, -1.88101)
H (-1.08640, 3.16400, -1.51955)
H (-1.55883, -0.61146, 0.33234)
H (-1.18753, 0.70447, 1.10798)

Total energy: -876.72179 hartree
LUMO energy (alpha / beta): -4.86 / -8.45 eV
Frontier orbital gap (alpha / beta): 8.75 / 5.17 eV
Multiplicity: 3
Net charge: +1


The following is a quantum chemistry calculation of a 2-piece molecular cluster, C4H11IN2 overall, from OMol25.

CARTESIAN COORDINATES (ANGSTROEM)
C (-0.14346, -0.58384, 0.66163)
C (1.42608, 1.27517, 1.00736)
C (1.09111, -1.11244, 0.20789)
C (0.54288, 0.89364, -1.24552)
N (-2.68363, -1.28908, -0.33839)
N (0.77207, 0.33645, 0.08991)
I (-4.07723, 0.10582, 0.07143)
H (-0.80555, -0.53150, 1.50230)
H (1.27875, 0.98515, 2.04847)
H (2.50154, 1.28686, 0.80345)
H (1.03895, 2.28460, 0.86598)
H (1.17168, -1.66258, -0.72911)
H (1.84060, -1.45389, 0.92894)
H (-2.79139, -2.13949, 0.21370)
H (-0.16915, 1.71791, -1.18463)
H (1.48285, 1.26980, -1.65144)
H (0.15011, 0.13862, -1.92352)
H (-2.62622, -1.52121, -1.32845)

Total energy: -565.37309 hartree
LUMO energy (alpha / beta): -11.91 / -9.29 eV
Frontier orbital gap (alpha / beta): 5.61 / 9.87 eV
Net charge: +2


The following is a quantum chemistry calculation of a 2-piece molecular cluster, C4H11N2 overall, from OMol25.

CARTESIAN COORDINATES (ANGSTROEM)
C (-1.42233, -1.49014, 0.40425)
C (0.07651, -1.28742, 0.37894)
C (0.63028, 0.46230, 1.81312)
N (0.38729, 0.13124, 0.56906)
H (-1.70086, -2.54778, 0.29200)
H (-1.78584, -1.21990, 1.43505)
H (-1.93121, -0.93645, -0.45006)
H (0.47165, -1.61664, -0.59271)
H (0.55222, -1.82140, 1.17254)
H (1.16635, -0.24181, 2.47777)
H (0.16592, 1.36227, 2.24432)
C (0.24642, 1.67247, -0.88354)
N (0.29894, 0.79778, -2.19465)
H (1.13649, 2.17925, -0.51839)
H (-0.74923, 1.85445, -0.56048)
H (-0.47338, 0.11618, -2.12791)
H (1.15903, 0.22547, -2.26962)

Total energy: -268.14411 hartree
LUMO energy: -4.87 eV
Frontier orbital gap: 9.93 eV
Net charge: +1


The following is a quantum chemistry calculation of a 2-piece molecular cluster, C4H11N2 overall, from OMol25.

CARTESIAN COORDINATES (ANGSTROEM)
C (0.10033, 1.65207, 0.28104)
C (1.10129, -0.80786, -1.92796)
C (-0.47967, 0.51167, 2.25744)
C (-0.63540, -1.18775, -0.23562)
N (-0.28405, -0.89039, -1.43784)
N (-0.35799, 0.66111, 0.89710)
H (0.17198, 1.73496, -0.88441)
H (0.44239, 2.59916, 0.78550)
H (1.32758, 0.17077, -2.44224)
H (1.76746, -0.75417, -1.00454)
H (1.23801, -1.70866, -2.68099)
H (-1.37590, -0.17014, 2.38694)
H (-0.89117, 1.49386, 2.84683)
H (0.47352, 0.17353, 2.74684)
H (-1.64965, -1.00277, 0.05826)
H (0.00942, -1.81584, 0.48966)
H (-0.95814, -0.65955, -2.13601)

Total energy: -268.18006 hartree
LUMO energy: -3.59 eV
Frontier orbital gap: 10.47 eV
Net charge: +1